Entry 1:
Computed, not measured: a 14-piece molecular cluster, C43H58BBrCl39F3N3O4PS overall at a distorted geometry, with ωB97M-V with the def2-TZVPD basis set.

```
154
Properties=species:S:1:pos:R:3
C 1.38 -1.03 2.36
C 2.58 -0.63 3.23
N 3.25 0.62 2.87
C 3.60 0.73 1.50
C 4.75 0.09 1.11
C 5.20 0.16 -0.18
C 6.50 -0.56 -0.50
C 6.34 -2.10 -0.44
O 7.12 -2.59 0.65
C 6.65 -3.84 1.14
C 6.30 -3.72 2.63
F 5.02 -4.10 2.83
F 6.46 -2.49 3.14
F 7.07 -4.56 3.36
C 4.52 0.89 -1.13
C 3.36 1.51 -0.73
C 2.88 1.45 0.55
C 1.62 2.15 0.98
C 0.37 1.82 0.13
C -0.92 2.16 0.92
C -1.51 3.51 0.47
C -2.00 3.50 -0.99
C -2.75 2.21 -1.37
C -4.10 2.14 -0.60
C -4.34 0.67 -0.14
C -4.71 -0.19 -1.36
O -3.94 -1.40 -1.32
C -4.80 -2.53 -1.54
S 2.46 2.45 -1.96
C 3.78 2.99 -3.03
C 3.68 4.18 -3.76
C 4.71 4.55 -4.58
P 4.65 6.08 -5.59
O 3.11 6.64 -5.46
Br 4.77 5.23 -7.69
C 5.84 3.76 -4.66
C 5.93 2.61 -3.95
C 4.89 2.20 -3.13
N 5.09 0.95 -2.45
B 4.77 -0.24 -3.26
O 5.77 -0.63 -4.18
N 3.52 -0.99 -3.19
C 3.82 -2.36 -3.70
C 2.57 -0.43 -4.17
H 0.54 -0.34 2.49
H 1.03 -2.00 2.73
H 1.66 -1.19 1.31
H 2.18 -0.48 4.24
H 3.28 -1.47 3.32
H 2.75 1.43 3.21
H 5.32 -0.49 1.83
H 6.88 -0.28 -1.48
H 7.26 -0.21 0.21
H 6.70 -2.51 -1.39
H 5.28 -2.30 -0.29
H 5.79 -4.21 0.58
H 7.45 -4.57 0.99
H 1.74 3.25 0.96
H 1.36 1.93 2.02
H 0.35 2.44 -0.76
H 0.35 0.75 -0.12
H -0.72 2.27 1.99
H -1.68 1.38 0.83
H -0.77 4.32 0.56
H -2.36 3.80 1.10
H -2.62 4.37 -1.24
H -1.14 3.56 -1.68
H -2.12 1.33 -1.19
H -2.98 2.23 -2.44
H -4.10 2.81 0.27
H -4.89 2.45 -1.30
H -3.42 0.35 0.34
H -5.19 0.72 0.55
H -5.79 -0.38 -1.33
H -4.51 0.33 -2.30
H -5.43 -2.35 -2.41
H -4.16 -3.40 -1.65
H -5.46 -2.61 -0.67
H 2.80 4.81 -3.69
H 2.52 6.23 -6.11
H 6.68 4.02 -5.30
H 6.80 1.98 -4.03
H 5.55 -0.18 -5.02
H 2.96 -3.01 -3.46
H 3.89 -2.38 -4.79
H 4.69 -2.80 -3.22
H 2.11 0.49 -3.82
H 1.76 -1.17 -4.31
H 3.03 -0.31 -5.17
C 0.35 1.94 -6.68
Cl 0.70 2.76 -8.21
Cl 1.33 2.61 -5.38
Cl -1.37 2.06 -6.29
H 0.60 0.90 -6.79
C -1.27 2.40 5.30
Cl 0.29 2.52 4.48
Cl -2.28 1.19 4.51
Cl -1.04 2.02 7.00
H -1.76 3.36 5.22
C -6.39 2.36 -4.44
Cl -6.79 2.76 -2.76
Cl -4.69 1.91 -4.62
Cl -7.43 1.06 -5.04
H -6.56 3.24 -5.04
C -8.02 -4.59 -2.75
Cl -8.14 -2.87 -3.11
Cl -6.36 -5.05 -2.36
Cl -9.12 -5.02 -1.43
H -8.33 -5.14 -3.63
C -6.36 6.32 -0.46
Cl -5.32 5.54 -1.64
Cl -8.06 6.11 -0.89
Cl -6.05 5.69 1.16
H -6.15 7.38 -0.46
C -6.66 -6.13 1.73
Cl -6.19 -4.74 0.76
Cl -8.18 -5.82 2.57
Cl -6.79 -7.58 0.72
H -5.89 -6.30 2.47
C -2.55 -1.99 1.40
Cl -4.00 -1.58 2.32
Cl -1.10 -1.55 2.30
Cl -2.55 -3.71 0.99
H -2.57 -1.43 0.48
C -2.81 -1.15 7.62
Cl -1.70 -1.94 6.50
Cl -4.47 -1.31 7.06
Cl -2.63 -1.82 9.25
H -2.56 -0.10 7.65
C 9.80 4.33 -6.96
Cl 10.12 3.41 -5.49
Cl 9.39 3.26 -8.30
Cl 8.51 5.50 -6.69
H 10.70 4.87 -7.22
C -11.29 -8.30 2.71
Cl -13.01 -8.66 2.70
Cl -10.87 -7.21 1.39
Cl -10.80 -7.63 4.27
H -10.75 -9.23 2.56
C 0.68 -0.40 10.29
Cl -0.43 0.97 10.11
Cl 2.11 -0.17 9.28
Cl 1.13 -0.61 11.98
H 0.17 -1.29 9.95
C 8.96 -0.27 3.36
Cl 7.94 1.16 3.25
Cl 10.30 -0.17 2.21
Cl 9.57 -0.49 5.00
H 8.37 -1.14 3.10
C -8.63 -4.35 6.03
Cl -8.73 -2.64 5.61
Cl -6.97 -4.81 6.41
Cl -9.71 -4.73 7.38
H -8.95 -4.93 5.17
```

HOMO level   -7.88 eV
E_tot   -645563.5020 eV

***

Entry 2:
Computed, not measured: a 5-piece molecular cluster, C43H58F4NO overall at a distorted geometry, with ωB97M-V with the def2-TZVPD basis set.

```
107
Properties=species:S:1:pos:R:3
C -1.03 2.08 5.27
C -1.43 1.78 3.81
C -2.57 0.76 3.80
C -2.92 0.11 2.44
C -2.07 0.57 1.26
C -2.54 0.03 -0.08
C -2.27 -1.47 -0.26
C -0.76 -1.76 -0.35
C -0.33 -2.56 -1.58
C 1.03 -2.16 -2.18
C 2.07 -1.67 -1.15
C 2.21 -0.14 -1.27
C 3.44 0.42 -0.51
C 4.48 1.01 -1.47
C 2.93 1.60 0.35
N 4.01 -0.59 0.41
O 3.34 -0.72 1.50
C 4.39 -1.88 -0.24
C 5.87 -1.91 -0.65
C 4.23 -3.00 0.80
C 3.47 -2.22 -1.42
H -0.23 1.40 5.54
H -1.85 1.91 5.96
H -0.63 3.08 5.38
H -1.73 2.72 3.35
H -0.54 1.40 3.33
H -2.33 0.01 4.54
H -3.45 1.29 4.16
H -3.96 0.30 2.21
H -2.76 -0.96 2.55
H -2.05 1.65 1.20
H -1.04 0.27 1.45
H -3.59 0.24 -0.24
H -1.96 0.55 -0.85
H -2.80 -1.86 -1.13
H -2.69 -1.97 0.61
H -0.22 -0.83 -0.25
H -0.49 -2.35 0.53
H -1.09 -2.40 -2.35
H -0.37 -3.62 -1.37
H 1.44 -3.02 -2.69
H 0.90 -1.40 -2.94
H 1.81 -1.95 -0.14
H 1.30 0.37 -1.00
H 2.40 0.01 -2.33
H 5.32 0.35 -1.67
H 4.03 1.33 -2.39
H 4.91 1.90 -1.03
H 2.71 2.40 -0.35
H 3.70 1.96 1.03
H 2.01 1.36 0.85
H 6.47 -1.41 0.11
H 6.03 -1.46 -1.62
H 6.18 -2.94 -0.75
H 4.79 -2.79 1.70
H 4.68 -3.89 0.37
H 3.19 -3.23 1.01
H 3.42 -3.30 -1.52
H 3.84 -1.84 -2.37
F 1.01 -5.61 -2.58
C 1.25 -6.31 -1.44
C 1.61 -5.62 -0.30
C 1.86 -6.34 0.86
C 1.73 -7.72 0.87
C 1.37 -8.39 -0.29
C 1.12 -7.68 -1.46
H 1.71 -4.54 -0.33
H 2.14 -5.81 1.76
H 1.93 -8.28 1.77
H 1.27 -9.47 -0.29
H 0.82 -8.18 -2.37
F -4.53 2.61 1.55
C -4.81 3.51 0.60
C -3.81 3.92 -0.26
C -4.11 4.85 -1.24
C -5.40 5.36 -1.36
C -6.39 4.94 -0.48
C -6.10 4.00 0.50
H -2.81 3.51 -0.15
H -3.34 5.18 -1.93
H -5.63 6.09 -2.12
H -7.39 5.33 -0.57
H -6.86 3.65 1.19
F -8.50 5.22 -2.80
C -8.70 4.09 -3.52
C -9.66 3.20 -3.10
C -9.87 2.04 -3.84
C -9.12 1.81 -4.99
C -8.16 2.72 -5.39
C -7.95 3.88 -4.65
H -10.23 3.40 -2.20
H -10.62 1.33 -3.53
H -9.28 0.91 -5.56
H -7.57 2.54 -6.27
H -7.21 4.61 -4.95
F 7.16 3.54 0.46
C 7.30 2.76 1.55
C 8.22 3.11 2.52
C 8.36 2.30 3.64
C 7.60 1.15 3.76
C 6.68 0.81 2.77
C 6.53 1.62 1.66
H 8.80 4.01 2.40
H 9.07 2.57 4.41
H 7.71 0.52 4.63
H 6.09 -0.09 2.86
H 5.82 1.37 0.88
```

HOMO level (spin up / spin down)   -8.33 / -9.23 eV
<S²>   0.754
Multiplicity   2
E_tot   -59937.3792 eV

***

Entry 3:
Computed, not measured: C43H59BFKN9O4S3Te as an isolated structure at a distorted geometry, with ωB97M-V with the def2-TZVPD basis set.

```
122
Properties=species:S:1:pos:R:3
K -2.20 -0.01 -0.90
C 3.59 -0.27 2.51
C 2.29 0.12 3.12
C 2.01 -0.18 4.45
C 0.73 0.07 4.95
N -0.19 0.66 4.24
N 0.10 1.08 2.98
B -0.99 1.80 2.38
N -0.72 2.98 1.51
N 0.44 3.57 1.85
C 0.92 4.52 1.12
C 0.26 4.94 -0.07
C -0.94 4.39 -0.40
C -1.65 4.78 -1.66
C -1.51 3.39 0.46
S -3.06 2.80 0.19
C 2.19 5.19 1.61
C 3.17 5.41 0.45
C 1.80 6.55 2.22
C 2.88 4.34 2.68
N -2.35 1.60 2.95
N -2.89 2.76 3.37
C -4.11 2.76 3.80
C -4.87 1.56 3.85
C -4.33 0.39 3.45
C -5.11 -0.88 3.45
C -2.97 0.38 2.95
S -2.21 -1.00 2.38
C -4.69 4.09 4.25
C -5.89 4.42 3.34
C -5.15 3.99 5.71
C -3.66 5.21 4.12
C 1.31 0.74 2.36
S 1.51 1.05 0.66
C 0.31 -0.24 6.39
C 1.26 -1.24 7.05
C 0.34 1.09 7.17
C -1.11 -0.80 6.41
H 4.29 -0.63 3.27
H 3.42 -1.07 1.77
H 4.03 0.56 1.97
H 2.78 -0.63 5.07
H 0.71 5.67 -0.72
H -1.03 5.44 -2.26
H -1.90 3.88 -2.23
H -2.59 5.27 -1.42
H 2.78 6.09 -0.31
H 4.10 5.85 0.84
H 3.42 4.46 -0.03
H 1.32 7.19 1.47
H 1.09 6.40 3.04
H 2.68 7.07 2.60
H 3.12 3.35 2.28
H 3.80 4.82 3.01
H 2.22 4.19 3.54
H -5.90 1.58 4.19
H -6.11 -0.72 3.86
H -5.19 -1.26 2.43
H -4.60 -1.65 4.02
H -6.71 3.70 3.47
H -6.27 5.42 3.58
H -5.58 4.41 2.29
H -5.89 3.20 5.85
H -4.30 3.77 6.36
H -5.59 4.93 6.03
H -3.33 5.32 3.09
H -4.11 6.15 4.45
H -2.78 5.00 4.73
H 2.26 -0.82 7.20
H 0.86 -1.51 8.03
H 1.34 -2.15 6.46
H 1.33 1.54 7.13
H -0.37 1.79 6.73
H 0.07 0.92 8.22
H -1.16 -1.75 5.88
H -1.43 -0.95 7.44
H -1.80 -0.11 5.92
C 1.28 -1.50 -8.03
C 0.06 -2.28 -7.56
N -0.06 -2.34 -6.11
C -0.90 -1.46 -5.49
C -1.07 -1.40 -4.15
C -1.96 -0.38 -3.46
O -1.36 0.57 -2.92
O -3.19 -0.61 -3.41
C -0.36 -2.31 -3.29
O -0.53 -2.31 -2.07
C 0.60 -3.20 -3.96
C 1.37 -4.07 -3.20
C 2.22 -4.95 -3.82
F 2.94 -5.82 -3.07
C 2.38 -4.96 -5.21
C 1.62 -4.09 -5.96
C 0.72 -3.20 -5.36
N 3.23 -5.87 -5.91
C 2.57 -7.09 -6.36
C 3.42 -7.71 -7.46
N 4.78 -7.99 -6.93
C 5.42 -6.73 -6.43
C 4.54 -6.15 -5.33
H 1.35 -1.51 -9.12
H 2.20 -1.92 -7.62
H 1.21 -0.46 -7.70
H 0.07 -3.29 -7.97
H -0.85 -1.80 -7.94
H -1.44 -0.80 -6.15
H 1.27 -4.05 -2.12
H 1.77 -4.11 -7.03
H 1.58 -6.85 -6.74
H 2.45 -7.82 -5.54
H 3.53 -7.00 -8.28
H 3.01 -8.65 -7.84
H 5.40 -8.49 -7.67
H 4.68 -8.64 -6.12
H 5.48 -6.04 -7.26
H 6.42 -6.99 -6.08
H 4.98 -5.23 -4.95
H 4.49 -6.87 -4.50
O -3.49 -3.37 -3.53
H -2.77 -3.44 -2.90
H -3.58 -2.40 -3.63
Te 1.10 -1.17 -0.38
```

HOMO level (spin up / spin down)   -3.15 / -2.02 eV
Net charge   -1
Relative energy (zero: lowest compared OMol25 entry of this formula, charge and spin)   14.0 kcal per mole
E_tot   -126669.8178 eV